1.
A molecular structure, C19H13N4O2RuS5 at a distorted geometry, computed with wB97M-V/def2-TZVPD.

Structure (XYZ):
```
44
C19H13N4O2RuS5, DFT wB97M-V/def2-TZVPD
Ru -0.21891 -0.60709 0.53705
S 2.03034 -7.43533 1.62339
C 1.49767 -5.89641 1.46539
S -0.10811 -5.48138 0.95722
C 0.08224 -3.74594 1.00841
C 1.28993 -3.28959 1.41754
S 1.63111 -1.60636 1.54901
S 2.48505 -4.50573 1.79089
S -1.21336 -2.66587 0.64768
N -1.28410 2.38894 0.54369
C -2.17107 1.52021 1.18216
C -3.49971 1.94939 1.22660
C -4.44657 1.15509 1.82269
C -4.05047 -0.04469 2.40129
C -2.72484 -0.39062 2.32218
N -1.77913 0.35554 1.71579
C 0.08793 2.34963 0.40159
C 0.73363 3.39432 -0.27498
C 2.10542 3.42543 -0.24960
C 2.80771 2.45435 0.46796
C 2.09011 1.44629 1.06150
N 0.74796 1.35733 0.99434
H -1.73401 3.16913 0.09771
H -3.77097 2.89097 0.76834
H -5.48259 1.46621 1.84040
H -4.75207 -0.70561 2.88787
H -2.36216 -1.30907 2.75814
H 0.15623 4.15789 -0.77898
H 2.63533 4.21782 -0.76236
H 3.88497 2.47224 0.54389
H 2.58204 0.66349 1.62156
O -2.08806 0.29164 -2.99990
C -1.33986 0.02680 -2.07709
O -1.65477 -0.03027 -0.83192
C 0.13144 -0.22484 -2.33480
C 0.65537 -0.04963 -3.60232
C 2.01882 -0.17352 -3.78937
C 2.81018 -0.46783 -2.69111
C 2.21620 -0.64839 -1.45724
N 0.89410 -0.53781 -1.26851
H -0.03551 0.18900 -4.39839
H 2.45911 -0.03855 -4.76861
H 3.88252 -0.57263 -2.78016
H 2.80085 -0.91458 -0.58895
```

- HOMO level (alpha / beta) (eV) = -6.77 / -7.23
- net charge = 0
- largest force on an atom (eV/A) = 1.026
- energy relative to the best compared isomer or geometry (same formula, charge and spin) (kcal per mole) = 0.0
- Kohn-Sham gap (alpha / beta) (eV) = 6.17 / 6.08
- multiplicity = 2
- energy (eV) = -86729.9363

Quick look at the Löwdin charges, all values in e: Ru 0.82; S 0.53; C -1.52; S 0.90; C -1.12; C -1.12; S 0.62; S 0.90; S 0.64; N 0.13; C -0.29; C 0.00; C -0.04; C -0.05; C -0.15; N 0.00; C -0.29; C 0.00; C -0.05; C -0.06; C -0.16; N 0.01; H 0.14; H 0.12; H 0.12; H 0.11; H 0.08; H 0.12; H 0.11; H 0.11; H 0.05; O 0.07; C -0.59; O -0.19; C -0.16; C 0.01; C -0.04; C -0.04; C -0.13; N -0.01; H 0.12; H 0.11; H 0.11; H 0.06

***

2.
A molecular structure, C19H14AuN5O10 at a distorted geometry, computed with wB97M-V/def2-TZVPD.

Structure (XYZ):
```
49
C19H14AuN5O10, DFT wB97M-V/def2-TZVPD
Au 0.18504 -0.21772 -0.45693
O -3.52267 -4.97498 0.78363
C -2.67955 -3.95525 0.59217
C -2.13397 -3.21708 1.64901
C -1.28820 -2.17672 1.35030
N -1.01062 -1.85004 0.10013
C -1.46305 -2.58825 -0.91837
C -2.30280 -3.64723 -0.72101
C -0.80676 -2.25648 -2.25993
O -1.21900 -2.77786 -3.26836
O 0.22556 -1.48119 -2.14568
C -0.41471 -1.42219 2.49015
O -0.95320 -1.43390 3.58692
O 0.68316 -1.05985 2.03395
H -3.70784 -5.10203 1.71983
H -2.33833 -3.45862 2.68383
H -2.64234 -4.24034 -1.55784
O 1.38504 2.79316 1.28291
C 0.29375 2.45860 0.85537
O -0.25995 1.28884 0.98663
C -0.51393 3.50216 0.07285
C -1.77473 3.18796 -0.42081
C -2.39456 4.03677 -1.32171
C -1.75444 5.21039 -1.68280
C -0.53299 5.57759 -1.13743
C 0.09266 4.70938 -0.26200
N -2.35964 6.07057 -2.69433
O -3.06255 5.53467 -3.53505
O -2.11024 7.26004 -2.65484
H -2.24544 2.26274 -0.12592
H -3.35482 3.79285 -1.75300
H -0.08304 6.51729 -1.42601
H 1.06173 4.94271 0.15709
C 0.18446 2.58748 -4.79813
N 1.00123 2.37871 -3.60668
C 2.23507 2.90498 -3.46522
C 3.00236 2.66798 -2.37637
C 2.49545 1.78581 -1.38040
N 1.27752 1.26606 -1.53702
C 0.45424 1.58294 -2.60548
O -0.69603 1.20486 -2.67494
N 3.21434 1.44383 -0.31728
H 0.69079 3.28145 -5.46313
H -0.79037 2.98072 -4.51508
H 0.02310 1.63674 -5.30499
H 2.57496 3.54386 -4.26858
H 3.98161 3.10655 -2.27412
H 4.02705 1.98858 -0.08938
H 2.73373 1.00130 0.45634
```

- HOMO level (eV) = -8.78
- net charge = 0
- largest force on an atom (eV/A) = 2.150
- energy relative to the best compared isomer or geometry (same formula, charge and spin) (kcal per mole) = 23.5
- Kohn-Sham gap (eV) = 5.94
- energy (eV) = -51544.8646

Quick look at the Löwdin charges, all values in e: Au 1.42; O 0.11; C -0.27; C 0.08; C -0.12; N 0.03; C -0.15; C 0.09; C -0.56; O 0.12; O -0.09; C -0.66; O 0.03; O -0.07; H 0.12; H 0.13; H 0.14; O 0.07; C -0.58; O -0.13; C -0.12; C -0.01; C 0.02; C -0.15; C 0.01; C 0.00; N -0.36; O 0.08; O 0.08; H 0.12; H 0.13; H 0.12; H 0.12; C 0.02; N -0.03; C -0.02; C 0.02; C -0.35; N 0.08; C -0.50; O 0.06; N 0.21; H 0.10; H 0.10; H 0.11; H 0.14; H 0.12; H 0.13; H 0.11

***

3.
A molecular structure, C19H14BrFNO2PtSe at a distorted geometry, computed with wB97M-V/def2-TZVPD.

Structure (XYZ):
```
40
C19H14BrFNO2PtSe, DFT wB97M-V/def2-TZVPD
Pt -0.51450 0.00520 0.69050
Br 1.65060 -0.71660 -2.04850
C 2.55070 -0.37980 -0.40300
C 3.90840 -0.15010 -0.40110
C 4.51580 0.04860 0.83730
C 3.73310 0.03960 1.98140
C 2.36940 -0.18390 1.86750
N 1.79110 -0.40210 0.67670
C 1.42730 -0.13560 3.08160
O 1.93780 -0.06880 4.19600
O 0.19400 -0.14170 2.82090
H 4.46070 -0.11480 -1.32780
H 5.58430 0.19400 0.88880
H 4.14710 0.20420 2.96430
Se -2.13880 -1.27340 -0.48780
C -3.84760 -0.46900 -0.29770
C -4.69650 -0.42070 -1.39950
C -6.00390 -0.00560 -1.24970
C -6.47960 0.35980 -0.00080
C -5.61960 0.36600 1.08540
C -4.30620 -0.03730 0.94370
H -4.31170 -0.70760 -2.36780
H -6.66550 0.02630 -2.10420
H -7.51690 0.64140 0.12230
H -5.99040 0.68200 2.04970
H -3.62720 -0.02400 1.78780
F -3.67810 2.48910 -4.72620
C -2.90050 2.37500 -3.60920
C -1.53890 2.17990 -3.75470
C -0.75880 2.06210 -2.62570
C -1.31160 2.14020 -1.33670
C -0.48670 2.00390 -0.15110
C -2.69640 2.35910 -1.23900
C -3.48870 2.46950 -2.36090
H -1.10450 2.11610 -4.74040
H 0.30270 1.89870 -2.72940
H -0.84940 2.60340 0.69170
H 0.56840 2.20950 -0.35790
H -3.14770 2.42650 -0.26020
H -4.55660 2.59890 -2.27830
```

- HOMO level (alpha / beta) (eV) = -3.78 / -3.78
- net charge = -1
- largest force on an atom (eV/A) = 2.352
- energy relative to the best compared isomer or geometry (same formula, charge and spin) (kcal per mole) = 29.8
- Kohn-Sham gap (alpha / beta) (eV) = 6.17 / 6.17
- energy (eV) = -166869.8388

Quick look at the Löwdin charges, all values in e: Pt 0.61; Br 0.75; C -0.72; C -0.12; C -0.06; C -0.01; C -0.17; N -0.02; C -0.66; O 0.01; O -0.16; H 0.09; H 0.10; H 0.11; Se 0.56; C -0.68; C -0.17; C -0.12; C -0.12; C -0.11; C -0.15; H 0.09; H 0.10; H 0.09; H 0.09; H 0.09; F 0.02; C -0.28; C -0.02; C -0.07; C -0.34; C -0.22; C -0.05; C -0.03; H 0.11; H 0.07; H 0.06; H 0.05; H 0.12; H 0.11

***

4.
3 unconnected molecules or ions with the total composition C19H14BrIO7 at a distorted geometry, computed with wB97M-V/def2-TZVPD.

Structure (XYZ):
```
42
C19H14BrIO7, DFT wB97M-V/def2-TZVPD
C -1.78347 0.84016 1.32419
C -1.51489 0.20285 -0.02313
C -2.67268 -0.62889 -0.55393
Br -2.80664 -0.38005 -2.51349
C -3.95782 -0.26806 0.03642
C -4.59890 -0.93290 0.96309
I -4.11937 -2.69983 1.91658
C -5.83728 -0.23433 1.31923
O -6.70140 -0.54838 2.10360
O -5.86300 0.90619 0.57550
C -4.77354 0.92815 -0.26528
O -4.58044 1.82833 -1.04484
H -0.83702 1.08205 1.76629
H -2.31039 1.76461 1.23912
H -2.27414 0.18246 2.01279
H -1.27529 0.97187 -0.72351
H -0.67913 -0.44905 0.07785
H -2.50204 -1.67150 -0.43444
C 2.00570 -3.52643 2.07592
C 3.32260 -3.66617 2.19737
C 4.24765 -3.21132 1.12744
O 5.44630 -3.33941 1.23778
C 3.64544 -2.59500 -0.08192
C 2.32795 -2.45405 -0.20415
C 1.40755 -2.90748 0.86718
O 0.20745 -2.77603 0.75546
H 1.31309 -3.85060 2.84218
H 3.78196 -4.11277 3.06973
H 4.33784 -2.27434 -0.85035
H 1.86618 -2.00917 -1.07797
C 2.96725 3.38135 -0.57524
C 2.58358 2.10907 -0.61996
C 1.68611 1.61420 -1.69357
O 1.32912 0.45583 -1.73409
C 1.23082 2.58909 -2.71399
C 1.61353 3.86213 -2.66993
C 2.51350 4.35942 -1.59826
O 2.86473 5.51645 -1.55702
H 3.62059 3.76524 0.19776
H 2.90153 1.38099 0.11639
H 0.57419 2.20428 -3.48399
H 1.29278 4.59102 -3.40278
```

- HOMO level (eV) = -10.02
- net charge = 0
- structure (SMILES) = CC[C@H](Br)C1=C(I)C(=O)OC1=O.O=C1C=CC(=O)C=C1.O=C1C=CC(=O)C=C1
- largest force on an atom (eV/A) = 2.147
- Kohn-Sham gap (eV) = 8.24
- energy (eV) = -112403.1913

Quick look at the Löwdin charges, all values in e: C -0.07; C -0.26; C -0.61; Br 0.75; C -0.29; C -0.59; I 1.04; C -0.48; O 0.14; O 0.16; C -0.39; O 0.15; H 0.07; H 0.08; H 0.06; H 0.08; H 0.08; H 0.06; C 0.02; C 0.02; C -0.39; O 0.11; C 0.02; C 0.02; C -0.38; O 0.09; H 0.12; H 0.12; H 0.12; H 0.11; C 0.02; C 0.02; C -0.38; O 0.09; C 0.03; C 0.03; C -0.38; O 0.11; H 0.12; H 0.12; H 0.12; H 0.12

***

5.
A molecular structure, C19H14ClIrN2O9 at a distorted geometry, computed with wB97M-V/def2-TZVPD.

Structure (XYZ):
```
46
C19H14ClIrN2O9, DFT wB97M-V/def2-TZVPD
Ir -0.53272 -0.59595 -0.86067
O -3.89173 1.94551 -0.25188
C -3.20515 0.95247 -0.25296
O -2.31540 0.58174 -1.08223
C -3.49023 -0.07415 0.96213
C -3.43303 -1.52217 0.45443
C -4.00939 -2.44463 1.54321
C -2.85687 -2.44911 2.57735
C -1.84567 -1.50538 1.90541
O -2.03472 -1.82599 0.52065
C -2.39580 -0.07813 2.01227
C -1.25909 1.05746 1.70335
O -1.51861 2.12914 2.20285
O -0.29219 0.65946 1.00986
H -4.45466 0.23418 1.35151
H -3.81085 -1.67918 -0.55102
H -4.17420 -3.43932 1.13391
H -4.94802 -2.06848 1.94551
H -2.41023 -3.43711 2.66923
H -3.15539 -2.10782 3.56693
H -0.80570 -1.62772 2.19041
H -2.75165 0.18705 3.00287
O 6.08453 -1.78161 -0.75059
C 4.90002 -2.29063 -1.15781
O 4.80451 -3.44079 -1.44246
C 3.75398 -1.32560 -1.19901
C 3.79318 0.06236 -1.27021
Cl 5.13118 1.08974 -1.55138
N 2.52610 0.53855 -1.25580
N 1.68157 -0.49980 -1.16529
C 2.37320 -1.62199 -1.13207
C 1.50554 -2.88347 -1.08268
O 1.98950 -3.98692 -1.09859
O 0.24367 -2.59563 -1.03012
C 2.00650 1.87070 -1.24408
C 0.79946 2.11560 -1.89257
C 0.22314 3.37118 -1.82810
C 0.86448 4.39306 -1.14533
C 2.07470 4.15076 -0.51556
C 2.64503 2.88757 -0.54882
H 6.05120 -0.83600 -0.57912
H 0.32682 1.33700 -2.48358
H -0.72940 3.54465 -2.31009
H 0.41352 5.37488 -1.09554
H 2.57196 4.94000 0.03161
H 3.55691 2.69448 -0.00594
```

- HOMO level (alpha / beta) (eV) = -8.95 / -9.18
- net charge = 0
- largest force on an atom (eV/A) = 1.410
- energy relative to the best compared isomer or geometry (same formula, charge and spin) (kcal per mole) = 37.7
- Kohn-Sham gap (alpha / beta) (eV) = 8.74 / 4.87
- multiplicity = 5
- energy (eV) = -56695.1339

Quick look at the Löwdin charges, all values in e: Ir 1.48; O 0.13; C -0.58; O -0.14; C -0.08; C -0.24; C -0.08; C -0.08; C -0.25; O -0.16; C -0.07; C -0.56; O 0.16; O -0.05; H 0.16; H 0.17; H 0.12; H 0.12; H 0.12; H 0.12; H 0.17; H 0.16; O 0.10; C -0.47; O 0.17; C -0.03; C -0.55; Cl 0.84; N -0.04; N 0.00; C -0.09; C -0.58; O 0.11; O -0.18; C -0.20; C -0.05; C -0.05; C -0.06; C -0.06; C -0.04; H 0.04; H 0.09; H 0.12; H 0.11; H 0.11; H 0.09

***

6.
A molecular structure, C19H14F6N4O8PdS2 at a distorted geometry, computed with wB97M-V/def2-TZVPD.

Structure (XYZ):
```
54
C19H14F6N4O8PdS2, DFT wB97M-V/def2-TZVPD
Pd 1.15036 1.22951 -0.34805
F 5.84787 2.75542 2.07988
C 5.58825 1.45387 2.16774
F 5.47647 1.12142 3.45063
F 6.59599 0.77485 1.62843
S 4.02042 1.11141 1.26233
O 4.30235 1.27584 -0.13495
O 3.02719 1.97727 1.84944
N 3.83954 -0.40490 1.68293
S 2.56754 -1.12380 1.15717
O 1.34678 -0.77017 1.84456
O 2.46741 -1.16290 -0.29243
C 2.89869 -2.83056 1.75679
F 1.86306 -3.59826 1.39669
F 3.00503 -2.84546 3.07681
F 4.00628 -3.32972 1.22017
O 2.19167 4.97149 0.02095
C 1.59818 3.94001 -0.13491
O 2.00258 2.91053 -0.84741
C 0.19307 3.73301 0.39090
C -0.53271 4.61964 1.15894
C -1.80990 4.25482 1.57938
C -2.36934 3.05410 1.14974
C -3.61564 2.44887 1.66277
C -4.04243 1.22808 1.32222
C -3.41355 0.40648 0.23196
C -2.07445 0.99719 -0.22747
C -1.60928 2.28731 0.28322
N -0.35095 2.57242 -0.01071
H -0.06261 5.54561 1.45862
H -2.35837 4.89111 2.26344
H -4.14846 3.00885 2.42215
H -4.92576 0.82635 1.80539
H -4.13930 0.26760 -0.57244
H -1.92878 0.93564 -1.30641
O -1.31337 -3.54833 -5.44904
C -1.00831 -4.33968 -4.31348
N -0.86951 -3.44009 -3.20262
C -1.76333 -3.42351 -2.17235
O -2.63423 -4.25650 -2.03259
C -1.61086 -2.29144 -1.18861
C -2.66951 -1.99706 -0.42543
C -2.63367 -0.91724 0.60197
C -1.32004 -0.11497 0.48956
N -0.20774 -0.51918 -0.32889
C -0.35029 -1.52480 -1.08799
H -1.19094 -4.07794 -6.24297
H -0.07490 -4.88743 -4.46726
H -1.81146 -5.03401 -4.06914
H -0.30535 -2.62532 -3.37954
H -3.56389 -2.60018 -0.53977
H -2.86004 -1.32708 1.58799
H -0.93095 0.19526 1.45819
H 0.51119 -1.80342 -1.68650
```

- HOMO level (eV) = -9.69
- net charge = 0
- largest force on an atom (eV/A) = 1.839
- energy relative to the best compared isomer or geometry (same formula, charge and spin) (kcal per mole) = 78.8
- Kohn-Sham gap (eV) = 7.82
- energy (eV) = -83723.0030

Quick look at the Löwdin charges, all values in e: Pd 1.09; F 0.15; C -0.69; F 0.15; F 0.15; S 0.58; O -0.28; O -0.29; N -0.28; S 0.57; O -0.31; O -0.33; C -0.69; F 0.13; F 0.16; F 0.15; O 0.13; C -0.57; O -0.13; C -0.14; C 0.04; C 0.04; C -0.12; C -0.01; C -0.02; C -0.15; C -0.15; C -0.17; N 0.08; H 0.13; H 0.13; H 0.12; H 0.12; H 0.15; H 0.17; O -0.03; C -0.24; N 0.09; C -0.44; O 0.08; C -0.06; C 0.07; C -0.13; C -0.23; N -0.01; C -0.04; H 0.09; H 0.13; H 0.12; H 0.13; H 0.14; H 0.16; H 0.16; H 0.12